Record 1
98
Properties=species:S:1:pos:R:3:lowdin_charge:R:1 method="wB97M-V/def2-TZVPD" multiplicity=2 de_lowest_kj_mol=36.3 charge=+1 e_lumo_ev="-2.77 / -2.79"
W -0.538 -0.420 1.300 1.4210
N -0.440 -3.277 2.938 0.1283
C -0.651 -2.224 3.836 -0.2690
C -0.655 -2.533 5.196 0.0174
C -0.833 -1.527 6.114 -0.0265
C -1.024 -0.227 5.662 -0.0290
C -0.982 0.004 4.311 -0.0904
N -0.779 -0.967 3.399 -0.0092
C -1.077 -3.484 1.728 -0.2853
C -1.338 -4.784 1.293 -0.0039
C -2.111 -4.955 0.166 -0.0280
C -2.706 -3.853 -0.438 0.0088
C -2.380 -2.608 0.056 -0.2858
N -1.447 -2.423 1.001 0.0475
H -0.143 -4.131 3.384 0.1426
H -0.522 -3.561 5.507 0.1258
H -0.834 -1.751 7.173 0.1223
H -1.185 0.596 6.343 0.1175
H -1.095 1.001 3.910 0.1181
H -0.961 -5.627 1.855 0.1221
H -2.326 -5.951 -0.197 0.1241
H -3.437 -3.962 -1.227 0.1246
H -3.689 -1.592 -1.131 0.1337
O -1.985 3.353 0.498 0.1128
C -1.276 2.424 0.799 -0.5546
O -1.485 1.175 0.448 -0.3270
C -0.016 2.568 1.586 -0.1874
C 0.493 3.802 1.932 0.0218
C 1.691 3.852 2.624 -0.0299
C 2.314 2.657 2.943 -0.0199
C 1.734 1.457 2.574 -0.0854
N 0.580 1.400 1.890 -0.0092
H -0.061 4.683 1.641 0.1328
H 2.128 4.800 2.909 0.1182
H 3.248 2.634 3.487 0.1184
H 2.183 0.514 2.842 0.0891
Cl 2.233 -4.415 1.260 0.6620
C 3.029 -3.013 1.999 -1.4730
Cl 3.899 -3.569 3.426 0.6468
Cl 4.152 -2.292 0.831 0.6812
C 2.021 -1.873 2.377 -0.7706
O 2.172 -1.311 3.435 0.0277
O 1.222 -1.552 1.412 -0.2774
C 4.238 -2.815 -5.586 -0.0432
C 3.234 -2.186 -4.662 -0.2570
C 2.746 -2.864 -3.555 -0.0055
C 1.836 -2.275 -2.683 -0.3064
C 1.304 -3.066 -1.524 -0.1212
C 1.417 -0.966 -2.920 -0.3888
Te 0.002 -0.080 -1.603 1.5897
N -3.068 -1.456 -0.348 0.1612
C -3.492 -0.551 0.598 -0.3644
O -2.839 -0.369 1.627 -0.0466
C -4.739 0.195 0.339 -0.1275
C -5.319 0.865 1.414 0.0035
C -6.483 1.590 1.227 -0.0484
C -7.055 1.668 -0.035 -0.0534
C -6.468 1.021 -1.113 -0.0569
C -5.314 0.280 -0.928 -0.0158
C 0.912 1.830 -1.462 -0.3999
C 2.199 1.926 -0.907 -0.2936
C 3.016 0.729 -0.504 -0.0809
C 2.755 3.189 -0.743 -0.0144
C 2.082 4.346 -1.118 -0.2636
C 2.694 5.703 -0.909 -0.0390
C 0.832 4.214 -1.701 -0.0058
C 0.231 2.973 -1.898 -0.3160
C -1.102 2.965 -2.600 -0.0701
C 1.840 -0.274 -4.064 -0.2840
C 1.360 1.097 -4.453 -0.0491
C 2.754 -0.905 -4.903 -0.0091
H 4.451 -3.843 -5.299 0.0757
H 5.178 -2.260 -5.573 0.0859
H 3.876 -2.818 -6.615 0.0845
H 3.076 -3.878 -3.358 0.1185
H 1.822 -4.019 -1.432 0.0532
H 0.235 -3.283 -1.646 0.0777
H 1.413 -2.521 -0.585 0.0030
H -4.850 0.809 2.386 0.1229
H -6.938 2.103 2.063 0.1131
H -7.959 2.245 -0.181 0.1135
H -6.905 1.102 -2.099 0.1127
H -4.856 -0.181 -1.795 0.1133
H 3.327 0.152 -1.378 0.0828
H 2.456 0.048 0.138 0.0159
H 3.914 1.045 0.026 0.0852
H 3.745 3.270 -0.307 0.1205
H 3.657 5.630 -0.404 0.0766
H 2.042 6.340 -0.309 0.0818
H 2.852 6.211 -1.862 0.0862
H 0.297 5.103 -2.022 0.1338
H -1.007 3.461 -3.568 0.0911
H -1.843 3.508 -2.014 0.0803
H -1.485 1.963 -2.770 0.0199
H 0.285 1.206 -4.309 0.0611
H 1.575 1.277 -5.506 0.0850
H 1.849 1.880 -3.872 0.0848
H 3.094 -0.372 -5.785 0.1235

---

Record 2
51
Properties=species:S:1:pos:R:3:lowdin_charge:R:1 method="wB97M-V/def2-TZVPD" de_lowest_kj_mol=204.3 charge=+1 e_lumo_ev="-4.85 / -4.26"
Pd -0.398 0.565 -0.091 0.3156
C -2.164 -2.254 0.093 -0.0307
C -0.972 -2.356 0.995 -0.3028
C -0.718 -3.504 1.742 -0.0070
C 0.409 -3.560 2.539 -0.0396
C 1.270 -2.472 2.576 -0.1009
C 0.964 -1.357 1.814 -0.4332
N -0.134 -1.315 1.056 -0.0336
Sb 2.269 0.399 1.897 1.5215
C 2.157 0.652 -0.291 -0.4923
C 3.054 1.475 -0.972 -0.1097
C 3.357 1.167 -2.288 -0.0511
C 2.796 0.045 -2.882 -0.0165
C 1.877 -0.709 -2.165 -0.3418
C 1.256 -1.970 -2.682 -0.0349
N 1.561 -0.376 -0.904 -0.0372
C 0.595 1.585 2.631 -0.4890
C 0.778 2.666 3.474 -0.1074
C -0.349 3.222 4.068 -0.0369
C -1.591 2.672 3.812 -0.0140
C -1.702 1.615 2.913 -0.3878
C -3.025 1.020 2.541 -0.0410
N -0.610 1.093 2.342 -0.0288
H -2.946 -2.950 0.390 0.0890
H -1.872 -2.492 -0.934 0.0766
H -2.564 -1.242 0.103 0.0416
H -1.405 -4.337 1.686 0.1208
H 0.616 -4.442 3.131 0.1180
H 2.165 -2.485 3.183 0.0952
H 3.517 2.314 -0.471 0.1048
H 4.061 1.780 -2.838 0.1194
H 3.079 -0.250 -3.884 0.1229
H 1.401 -2.090 -3.754 0.0815
H 0.192 -1.991 -2.445 0.0475
H 1.716 -2.824 -2.180 0.0971
H 1.768 3.060 3.660 0.0981
H -0.256 4.071 4.733 0.1186
H -2.481 3.063 4.287 0.1232
H -3.825 1.748 2.657 0.0873
H -3.248 0.156 3.171 0.0942
H -2.993 0.689 1.505 0.0345
C -1.291 -0.577 -4.233 -0.4024
Te -1.584 0.776 -2.569 1.1494
C -0.072 2.102 -3.310 -0.4377
H -0.252 -0.859 -4.373 -0.0180
H -1.643 -0.034 -5.109 0.0133
H -1.900 -1.471 -4.107 0.0104
H -0.525 3.061 -3.547 0.0051
H 0.372 1.667 -4.202 0.0146
H 0.677 2.245 -2.539 -0.0404
I -1.390 3.014 -0.229 0.3342

---

Record 3
12
Properties=species:S:1:pos:R:3:lowdin_charge:R:1 method="wB97M-V/def2-TZVPD" smiles="CN1C=NN=CO1" de_lowest_kj_mol=666.1 charge=0 e_lumo_ev=0.64
C 2.276 -0.063 0.149 -0.0046
N 0.873 0.112 -0.407 -0.1629
C 0.016 1.140 -0.095 -0.2131
N -1.226 1.091 0.297 0.0135
N -1.855 -0.058 -0.133 0.0291
C -1.067 -1.060 -0.056 -0.2553
O 0.219 -1.030 0.106 -0.0538
H 1.764 -0.335 1.353 0.1928
H 2.831 -0.793 -0.373 0.0398
H 2.816 0.993 -0.136 0.1332
H 0.368 2.292 -0.108 0.1632
H -1.423 -2.033 0.117 0.1179

---

Record 4
75
Properties=species:S:1:pos:R:3:lowdin_charge:R:1 method="wB97M-V/def2-TZVPD" smiles="CCN[C@@H]1C[C@H](N)[C@@H](O[C@H]2OC(CN)=CC[C@H]2[NH3+])[C@H](O)[C@H]1O[C@H]1OC[C@](C)(O)[C@H](NC)[C@H]1O" de_lowest_kj_mol=21.6 charge=+1 e_lumo_ev=-2.52
C 2.725 4.652 0.902 -0.0824
C 1.637 3.591 1.005 -0.2812
N 1.249 3.176 -0.333 -0.0140
C 0.191 2.205 -0.465 -0.2838
C -1.176 2.788 -0.084 -0.0832
C -2.332 1.827 -0.415 -0.3155
N -3.641 2.334 -0.045 0.0603
C -2.101 0.481 0.290 -0.2143
O -3.041 -0.491 -0.138 -0.0149
C -3.820 -1.137 0.827 -0.3196
O -5.096 -0.613 0.922 0.0470
C -5.918 -0.846 -0.166 -0.2501
C -7.023 0.178 -0.253 -0.2031
N -6.571 1.387 -0.916 0.0196
C -5.671 -1.793 -1.064 -0.0215
C -4.461 -2.687 -1.001 -0.1274
C -3.859 -2.624 0.397 -0.1981
N -2.461 -3.155 0.407 0.2143
C -0.721 -0.085 -0.057 -0.2297
O -0.566 -1.338 0.603 -0.0281
C 0.379 0.899 0.348 -0.2152
O 1.659 0.302 0.264 -0.0168
C 2.155 -0.058 -1.004 -0.3032
O 3.144 0.818 -1.444 -0.0330
C 4.309 0.832 -0.634 -0.1035
C 4.963 -0.556 -0.465 -0.4880
C 6.176 -0.419 0.460 0.0003
O 5.348 -1.102 -1.711 0.0195
C 3.879 -1.507 0.097 -0.2301
N 4.228 -2.903 0.264 -0.0646
C 4.761 -3.302 1.554 -0.0957
C 2.705 -1.485 -0.897 -0.2240
O 1.697 -2.374 -0.453 -0.0258
H 2.983 5.024 1.889 0.0743
H 3.618 4.238 0.440 0.0659
H 2.375 5.480 0.292 0.0776
H 2.003 2.752 1.620 0.1100
H 0.762 4.019 1.499 0.1108
H 2.071 2.849 -0.832 0.1035
H 0.160 1.943 -1.530 0.1595
H -1.312 3.723 -0.628 0.1329
H -1.198 3.012 0.985 0.1216
H -2.358 1.637 -1.494 0.1632
H -3.839 3.188 -0.554 0.0971
H -3.675 2.551 0.946 0.0978
H -2.178 0.618 1.375 0.1730
H -3.380 -1.031 1.831 0.1787
H -7.334 0.445 0.760 0.1219
H -7.876 -0.230 -0.797 0.1212
H -6.348 1.194 -1.887 0.0738
H -5.725 1.734 -0.469 0.0268
H -6.334 -1.927 -1.900 0.1196
H -3.725 -2.329 -1.727 0.1285
H -4.740 -3.711 -1.258 0.1271
H -4.479 -3.181 1.104 0.1724
H -2.262 -3.681 1.260 0.1711
H -2.307 -3.762 -0.403 0.1674
H -1.725 -2.333 0.371 0.1208
H -0.694 -0.257 -1.142 0.1701
H 0.334 -1.678 0.353 0.0889
H 0.282 1.111 1.419 0.1709
H 1.374 -0.012 -1.772 0.1707
H 4.990 1.516 -1.145 0.1459
H 4.069 1.232 0.359 0.1383
H 6.754 -1.339 0.449 0.0859
H 5.867 -0.200 1.478 0.0951
H 6.820 0.388 0.112 0.0916
H 5.984 -0.514 -2.133 0.1172
H 3.523 -1.116 1.056 0.1667
H 4.851 -3.182 -0.488 0.1300
H 4.837 -4.389 1.566 0.0845
H 4.062 -2.996 2.332 0.0870
H 5.745 -2.886 1.793 0.0707
H 3.068 -1.797 -1.884 0.1683
H 2.211 -3.096 -0.040 0.1075

---

Record 5
39
Properties=species:S:1:pos:R:3:lowdin_charge:R:1 method="wB97M-V/def2-TZVPD" smiles="C[C@H](F)c1ccc2nccnc2c1.COP(=O)(OC)OC" de_lowest_kj_mol=0.0 charge=0 e_lumo_ev=-2.65
C 3.546 -3.094 1.407 -0.0324
C 2.647 -3.297 0.120 -0.2943
F 3.018 -2.321 -0.864 -0.0673
C 1.163 -2.982 0.498 -0.1618
C 0.777 -1.539 0.666 -0.0066
C -0.597 -1.237 0.975 0.0061
C -1.657 -2.293 1.145 -0.2004
N -2.946 -1.855 1.413 0.0975
C -3.782 -2.919 1.531 -0.1083
C -3.383 -4.348 1.437 -0.1037
N -2.120 -4.769 1.181 0.0906
C -1.250 -3.700 1.012 -0.1971
C 0.183 -4.025 0.685 0.0396
H 4.155 -2.164 1.268 0.0897
H 2.863 -2.985 2.289 0.0847
H 4.184 -4.005 1.533 0.0775
H 2.693 -4.338 -0.308 0.1430
H 1.536 -0.733 0.554 0.1164
H -0.862 -0.152 1.094 0.1027
H -4.866 -2.696 1.719 0.1056
H -4.180 -5.123 1.568 0.1055
H 0.508 -5.094 0.568 0.1169
C 0.485 6.007 -0.151 -0.1228
O -0.108 4.882 0.474 -0.2903
P -0.088 3.363 -0.295 0.7378
O 1.377 3.134 0.012 -0.2307
O -0.274 4.063 -1.777 -0.3143
C -1.576 4.489 -2.164 -0.1204
O -0.337 1.819 -0.971 -0.3239
C 0.521 1.387 -2.017 -0.1286
H 0.885 6.651 0.633 0.0976
H 1.293 5.726 -0.827 0.0922
H -0.280 6.569 -0.694 0.0812
H -1.490 5.464 -2.643 0.0872
H -2.246 4.577 -1.306 0.0844
H -1.991 3.779 -2.883 0.0894
H 1.571 1.441 -1.727 0.0853
H 0.350 1.971 -2.923 0.0818
H 0.277 0.345 -2.231 0.0900

---

Record 6
40
Properties=species:S:1:pos:R:3:lowdin_charge:R:1 method="wB97M-V/def2-TZVPD" charge=+2 e_lumo_ev=-7.82
Sr 7.164 3.654 15.382 1.7990
Sr 3.203 1.794 14.961 1.7500
C 4.870 4.356 11.739 0.0201
C 4.391 3.408 12.792 -0.7075
O 3.556 2.536 12.525 -0.0724
O 4.834 3.538 14.014 -0.3441
H 5.966 4.363 11.753 0.0876
H 4.610 5.391 11.975 0.1025
H 4.498 4.127 10.749 0.1017
C 6.590 -0.591 16.905 0.0450
C 6.612 0.786 16.328 -0.6898
O 5.572 1.278 15.797 -0.2210
O 7.666 1.487 16.418 -0.2368
H 5.663 -1.088 16.625 0.0811
H 6.783 -0.619 17.975 0.1019
H 7.386 -1.176 16.431 0.1073
C 6.019 -1.932 21.119 -0.1792
O 6.027 -1.958 22.543 -0.1129
H 7.004 -1.682 20.706 0.0688
H 5.625 -2.874 20.743 0.0801
H 5.411 -1.067 20.836 0.0633
H 6.306 -2.839 22.813 0.0815
C 7.281 -1.138 13.106 -0.1520
O 6.978 -0.813 11.756 -0.1040
H 6.661 -1.952 13.493 0.0839
H 8.340 -1.358 13.220 0.0922
H 6.980 -0.307 13.772 0.0498
H 7.813 -0.592 11.337 0.0786
O 3.421 2.756 17.290 -0.1320
H 3.712 2.250 18.066 0.0911
H 3.868 3.608 17.368 0.0711
O 10.133 -0.266 16.207 -0.0492
H 9.291 0.181 16.366 -0.0267
H 10.817 0.352 16.494 0.0484
O 3.090 -1.187 15.315 -0.0823
H 2.671 -1.921 14.840 0.0786
H 2.864 -1.341 16.243 0.0601
O 9.100 1.840 18.987 -0.0461
H 8.702 1.673 18.119 -0.0268
H 8.387 2.156 19.556 0.0387